*1*
The following is a DFT calculation (the ωB97M-V functional and the def2-TZVPD basis) of a 2-piece molecular cluster, C4H9NOS overall.

## Properties
Kohn-Sham gap, eV: 6.24
LUMO energy, eV: -1.930
Highest occupied orbital energy, eV: -8.17

```
! wB97M-V def2-TZVPD RIJCOSX def2/J DEFGRID3
* xyz 0 1
C -0.69 -0.60 0.13
N -0.38 -0.54 -1.32
C -1.20 0.12 -2.18
O -1.06 0.39 -3.41
C 0.64 -0.88 0.82
C 1.18 0.33 1.50
S 1.82 1.56 0.30
H -1.56 -1.47 0.33
H -1.07 0.38 0.59
H 0.66 -0.56 -1.53
H -2.12 0.41 -1.70
H 0.68 -1.76 1.39
H -1.65 0.91 1.04
H 1.95 0.17 2.29
H 0.40 0.98 2.01
H 2.41 0.55 -0.26
*
```


*2*
The following is a DFT calculation (the ωB97M-V functional and the def2-TZVPD basis) of an isolated molecule of C4H9NOS.

## Properties
Kohn-Sham gap, eV: 9.81
LUMO energy, eV: 0.706
Structure (SMILES): C[C@H](CS)NC=O
Highest occupied orbital energy, eV: -9.11

```
! wB97M-V def2-TZVPD RIJCOSX def2/J DEFGRID3
* xyz 0 1
C -1.47 -0.47 0.18
C 0.04 -0.39 -0.20
C 1.16 -0.53 0.83
S 0.78 -0.88 2.58
N 0.23 1.01 -0.67
C 0.33 1.23 -2.02
O 0.34 0.30 -2.80
H -2.21 -0.32 -0.66
H -1.75 0.43 0.77
H -1.82 -1.33 0.69
H 0.30 -1.22 -0.80
H 1.80 -1.45 0.74
H 1.89 0.28 0.69
H -0.50 -0.51 2.76
H 0.55 1.60 0.11
H 0.32 2.27 -2.20
*
```


How far above the most stable structure does each one sit? In kcal/mol: *1* 127.3; *2* 0.0.


*1*
The following is a DFT calculation (the ωB97M-V functional and the def2-TZVPD basis) of an isolated ion of composition C2H6N3 and charge +1.

## Properties
Kohn-Sham gap, eV: 11.47
LUMO energy, eV: -4.314
Structure (SMILES): C=NC(N)=[NH2+]
Highest occupied orbital energy, eV: -15.79

```
! wB97M-V def2-TZVPD RIJCOSX def2/J DEFGRID3
* xyz 1 1
C 1.95 0.11 0.23
N 0.95 0.01 -0.53
C -0.31 -0.03 -0.14
N -0.97 -1.22 0.04
N -1.11 1.07 -0.01
H 2.04 0.36 1.34
H 2.83 0.16 -0.41
H -0.42 -2.02 -0.38
H -2.04 -1.30 0.00
H -0.89 2.02 -0.43
H -2.04 0.84 0.29
*
```


*2*
The following is a DFT calculation (the ωB97M-V functional and the def2-TZVPD basis) of a 2-piece molecular cluster, C2H6N3 overall.

## Properties
Kohn-Sham gap (alpha / beta), eV: 9.57 / 9.57
LUMO energy (alpha / beta), eV: -4.669 / -4.670
Highest occupied orbital energy (alpha / beta), eV: -14.24 / -14.23

```
! wB97M-V def2-TZVPD RIJCOSX def2/J DEFGRID3
* xyz 1 1
C -0.86 1.33 -0.35
C -0.19 -1.21 -0.14
N 1.30 1.28 0.67
N 0.24 1.49 0.25
N 0.93 -1.07 0.41
H -1.73 1.51 0.17
H -0.94 1.59 -1.43
H -0.40 -1.22 -1.18
H -1.03 -1.37 0.37
H 1.71 -1.45 -0.16
H 0.97 -0.88 1.39
*
```


How far above the most stable structure does each one sit? In kcal/mol: *1* 0.0; *2* 68.7.